DFT (ωB97M-V with the def2-TZVPD basis set) results for a structure of composition C22H15Br2F5N5O2PtSTe.

The geometry in XYZ format:
```
54
C22H15Br2F5N5O2PtSTe | the Open Molecules 2025 dataset | ωB97M-V with the def2-TZVPD basis set
Pt -0.95 -0.08 -0.56
N 0.05 -3.96 1.83
C -0.10 -2.81 1.17
S -0.26 -3.07 -0.58
N 0.02 -1.70 1.84
N 0.00 -0.50 1.19
C 0.36 0.54 1.87
C 0.91 0.49 3.23
C 2.09 -0.21 3.49
C 2.60 -0.24 4.78
C 1.92 0.40 5.81
C 0.74 1.08 5.56
C 0.23 1.13 4.27
C 0.14 1.84 1.20
C 0.55 3.06 1.71
C 0.24 4.22 1.00
C -0.47 4.13 -0.18
C -0.83 2.89 -0.66
N -0.51 1.79 0.02
H -0.45 -4.77 1.49
H 0.24 -3.91 2.82
H 2.60 -0.72 2.69
H 3.52 -0.77 4.98
H 2.32 0.37 6.81
H 0.21 1.57 6.36
H -0.70 1.65 4.07
H 1.09 3.09 2.64
H 0.54 5.18 1.39
H -0.74 5.02 -0.74
H -1.38 2.74 -1.58
Br -3.48 1.05 -4.77
C -1.68 0.59 -4.54
C -0.82 0.49 -5.65
C 0.50 0.17 -5.51
Br 1.59 0.06 -7.04
C 1.04 -0.07 -4.23
C 2.38 -0.40 -3.94
C 2.78 -0.61 -2.64
C 1.84 -0.50 -1.61
N 0.59 -0.19 -1.86
C 0.16 0.03 -3.14
C -1.21 0.36 -3.27
O -1.96 0.46 -2.17
H -1.23 0.67 -6.64
H 3.09 -0.49 -4.75
H 3.80 -0.87 -2.41
H 2.12 -0.68 -0.58
F -3.01 -4.11 1.02
Te -3.75 -2.82 -0.26
F -2.52 0.03 0.56
F -5.38 -3.70 -0.15
F -4.37 -1.92 -1.85
F -3.08 -4.05 -1.48
O -1.40 -1.97 -0.98
```

Properties
ΔE to the lowest compared entry with this formula, charge and spin = 52.1 kJ/mol
F_max = 0.007 hartree/bohr
Kohn-Sham gap = 6.51 eV
Total charge = +1
Lowest unoccupied orbital energy = -4.56 eV
HOMO = -11.1 eV

Atomic partial charges in e from the Mulliken method, atoms 1 to 5: Pt 2.256; N -0.373; C 0.521; S -0.073; N -1.320

DFT (ωB97M-V with the def2-TZVPD basis set) results for a structure of composition C3H9Cl2N2O5Sn2 in a non-equilibrium geometry.

The geometry in XYZ format:
```
23
C3H9Cl2N2O5Sn2 | the Open Molecules 2025 dataset | ωB97M-V with the def2-TZVPD basis set
Sn -4.26 -20.83 14.75
Sn -6.07 -17.55 12.00
O -5.18 -18.00 14.70
H -4.86 -17.24 15.23
C -1.86 -16.43 15.75
N -1.87 -17.68 16.58
O -2.15 -18.77 16.08
O -1.60 -17.50 17.76
H -2.00 -16.67 14.69
H -0.97 -15.85 16.01
H -2.71 -15.81 16.02
C -4.97 -17.33 18.63
N -5.25 -18.82 18.41
O -4.46 -19.51 17.76
O -6.28 -19.35 18.81
H -4.75 -16.81 17.70
H -4.13 -17.23 19.31
H -5.82 -16.87 19.12
C -6.73 -14.84 15.13
Cl -5.05 -14.56 14.92
Cl -7.14 -15.41 16.77
H -7.27 -13.92 14.89
H -7.14 -15.64 14.52
```

Properties
ΔE to the lowest compared entry with this formula, charge and spin = 214.2 kJ/mol
F_max = 0.064 hartree/bohr
Kohn-Sham gap = 4.42 eV
Total charge = +3
Lowest unoccupied orbital energy = -14.77 eV
HOMO = -19.2 eV

Atomic partial charges in e from the Mulliken method, atoms 1 to 5: Sn 1.667; Sn 1.568; O -0.543; H 0.104; C -0.605

DFT (ωB97M-V with the def2-TZVPD basis set) results for a cluster of 2 separate species, C31H29F3N2O4S3 in total in a non-equilibrium geometry.

The geometry in XYZ format:
```
72
C31H29F3N2O4S3 | the Open Molecules 2025 dataset | ωB97M-V with the def2-TZVPD basis set
C 5.32 1.61 -2.38
C 4.64 2.44 -3.27
C 3.25 2.41 -3.35
C 2.51 1.56 -2.48
C 1.06 1.59 -2.31
C 0.34 2.78 -2.31
N -1.01 2.76 -2.30
C -1.73 1.49 -2.22
C -3.20 1.86 -1.99
C -3.26 3.39 -1.79
C -1.82 3.91 -1.91
C 1.00 4.13 -2.29
C 1.92 4.39 -1.27
C 2.52 5.64 -1.15
C 2.24 6.64 -2.07
C 1.34 6.39 -3.11
C 0.71 5.15 -3.22
C 3.22 0.63 -1.69
C 4.61 0.69 -1.60
H 6.41 1.66 -2.29
H 5.21 3.14 -3.90
H 2.74 3.06 -4.06
H 0.54 0.63 -2.36
H -1.60 0.90 -3.14
H -1.36 0.88 -1.38
H -3.80 1.56 -2.86
H -3.57 1.34 -1.10
H -3.87 3.86 -2.57
H -3.66 3.66 -0.81
H -1.48 4.32 -0.94
H -1.74 4.74 -2.63
H 2.15 3.59 -0.56
H 3.22 5.81 -0.32
H 2.72 7.62 -1.98
H 1.13 7.17 -3.85
H 0.01 4.97 -4.04
H 2.64 -0.07 -1.10
H 5.12 0.02 -0.91
F -0.47 -6.46 4.56
C -0.47 -5.49 3.60
F 0.69 -5.56 2.90
F -1.50 -5.73 2.75
S -0.63 -3.91 4.48
N -0.72 -2.76 3.26
S 0.73 -1.70 3.33
C 1.47 -2.32 1.84
C 2.77 -2.82 1.91
C 3.40 -3.19 0.72
C 2.72 -3.06 -0.50
C 1.41 -2.59 -0.54
C 0.77 -2.22 0.65
O 0.23 -0.37 3.15
O 1.55 -2.06 4.46
S -2.34 -1.97 3.21
C -3.47 -3.36 3.28
C -3.95 -3.86 2.07
C -4.92 -4.86 2.07
C -5.42 -5.35 3.29
C -4.96 -4.82 4.49
C -3.99 -3.81 4.50
O -2.48 -1.18 4.40
O -2.36 -1.40 1.88
H 3.26 -2.91 2.87
H 4.43 -3.55 0.75
H 3.23 -3.33 -1.43
H 0.87 -2.49 -1.49
H -0.25 -1.84 0.64
H -3.57 -3.45 1.14
H -5.28 -5.25 1.12
H -6.19 -6.13 3.28
H -5.36 -5.18 5.44
H -3.66 -3.36 5.43
```

Properties
ΔE to the lowest compared entry with this formula, charge and spin = 0.0 kJ/mol
F_max = 0.044 hartree/bohr
Kohn-Sham gap = 6.71 eV
Total charge = 0
SMILES = O=S(=O)(c1ccccc1)N(SC(F)(F)F)S(=O)(=O)c1ccccc1.C(=C(/c1ccccc1)N1CCCC1)/c1ccccc1
Lowest unoccupied orbital energy = -0.25 eV
HOMO = -7.0 eV

Atomic partial charges in e from the Mulliken method, atoms 1 to 5: C -0.474; C -0.663; C -0.128; C 0.252; C -0.842

DFT (ωB97M-V with the def2-TZVPD basis set) results for a cluster of 13 separate species, C52H143N13O13 in total in a non-equilibrium geometry.

The geometry in XYZ format:
```
221
C52H143N13O13 | the Open Molecules 2025 dataset | ωB97M-V with the def2-TZVPD basis set
C -1.78 -1.13 8.56
C -1.73 0.18 7.82
C -1.69 0.09 6.24
O -1.68 1.48 5.74
C -0.41 1.86 5.11
N -2.90 0.92 8.25
H -1.70 -0.87 9.62
H -0.97 -1.85 8.43
H -2.76 -1.60 8.59
H -0.84 0.66 8.21
H -2.58 -0.34 5.77
H -0.86 -0.49 5.83
H 0.44 1.64 5.76
H -0.35 2.89 4.79
H -0.28 1.23 4.23
H -2.96 1.67 7.58
H -2.56 1.30 9.12
C 4.24 5.48 4.36
C 3.30 5.39 3.15
C 2.40 4.07 3.06
O 3.26 2.95 3.14
C 2.70 1.75 2.50
N 2.62 6.61 3.13
H 4.85 4.62 4.62
H 3.72 5.84 5.25
H 4.90 6.33 4.15
H 3.91 5.38 2.25
H 1.74 4.00 2.20
H 1.79 4.00 3.96
H 1.68 1.49 2.78
H 3.32 0.90 2.79
H 2.78 1.77 1.42
H 3.32 7.33 3.22
H 2.05 6.66 3.96
C -1.45 4.46 2.48
C -1.32 4.71 1.02
C -2.65 4.79 0.33
O -3.06 3.49 -0.06
C -4.41 3.47 -0.48
N -0.68 6.05 0.91
H -2.24 5.06 2.94
H -0.52 4.63 3.01
H -1.79 3.43 2.64
H -0.74 4.00 0.43
H -2.36 5.22 -0.63
H -3.41 5.34 0.89
H -5.13 3.63 0.32
H -4.48 2.46 -0.89
H -4.63 4.24 -1.22
H -1.15 6.80 1.39
H 0.22 6.07 1.37
C -0.64 -0.40 1.65
C -1.01 0.81 0.75
C -0.35 0.60 -0.70
O 1.04 0.41 -0.67
C 1.77 0.29 -1.89
N -2.45 0.90 0.64
H -0.76 -0.28 2.72
H 0.45 -0.42 1.62
H -1.10 -1.34 1.35
H -0.70 1.73 1.24
H -0.61 1.49 -1.27
H -0.83 -0.20 -1.27
H 2.85 0.46 -1.83
H 1.44 0.96 -2.69
H 1.66 -0.71 -2.31
H -2.86 0.86 1.56
H -2.60 1.86 0.35
C 6.38 2.10 -7.32
C 5.17 2.25 -8.19
C 4.05 3.06 -7.49
O 3.54 2.44 -6.33
C 2.61 3.13 -5.50
N 5.64 2.70 -9.53
H 6.85 3.03 -7.03
H 7.24 1.67 -7.83
H 6.12 1.55 -6.41
H 4.71 1.27 -8.32
H 3.23 3.23 -8.19
H 4.49 4.01 -7.17
H 1.69 3.48 -5.96
H 3.06 4.05 -5.12
H 2.28 2.52 -4.65
H 6.35 2.05 -9.82
H 6.22 3.52 -9.42
C -2.28 -0.36 -6.48
C -1.73 0.94 -5.91
C -1.11 0.75 -4.50
O -0.33 1.84 -4.15
C -1.00 3.00 -3.69
N -0.85 1.67 -6.78
H -3.20 -0.69 -6.01
H -1.65 -1.25 -6.39
H -2.58 -0.26 -7.52
H -2.53 1.67 -5.82
H -0.37 -0.05 -4.49
H -1.81 0.42 -3.73
H -1.65 3.33 -4.50
H -0.28 3.78 -3.44
H -1.65 2.88 -2.83
H -0.05 1.05 -6.81
H -0.47 2.29 -6.08
C -6.50 -5.11 0.33
C -5.86 -4.80 -1.04
C -4.60 -3.90 -1.20
O -4.91 -2.72 -0.41
C -4.02 -1.64 -0.64
N -5.53 -6.09 -1.68
H -7.46 -5.64 0.27
H -6.71 -4.20 0.90
H -5.91 -5.78 0.95
H -6.62 -4.34 -1.66
H -4.50 -3.60 -2.24
H -3.64 -4.28 -0.86
H -4.39 -0.79 -0.06
H -4.15 -1.42 -1.70
H -2.99 -1.90 -0.41
H -4.98 -5.93 -2.51
H -4.92 -6.59 -1.05
C 3.58 -2.02 0.29
C 3.24 -3.50 -0.04
C 1.81 -3.81 -0.69
O 0.74 -3.55 0.18
C -0.53 -3.61 -0.40
N 4.31 -3.89 -0.90
H 4.62 -1.94 0.60
H 2.94 -1.60 1.07
H 3.54 -1.36 -0.57
H 3.43 -4.01 0.90
H 1.82 -4.85 -0.99
H 1.70 -3.18 -1.57
H -0.72 -4.52 -0.97
H -0.77 -2.65 -0.85
H -1.21 -3.72 0.45
H 5.18 -3.64 -0.46
H 4.32 -4.90 -0.83
C -3.50 -3.55 2.82
C -3.53 -3.55 4.33
C -4.56 -2.63 4.98
O -4.37 -2.65 6.35
C -5.22 -1.78 7.10
N -3.74 -4.96 4.71
H -4.47 -3.73 2.36
H -2.71 -4.17 2.38
H -3.25 -2.55 2.45
H -2.54 -3.25 4.69
H -5.62 -2.82 4.83
H -4.41 -1.62 4.59
H -5.02 -0.72 6.92
H -5.02 -1.94 8.16
H -6.27 -1.98 6.90
H -4.63 -5.25 4.34
H -3.92 -4.87 5.70
C -5.71 0.94 2.00
C -4.88 1.63 3.11
C -5.68 1.76 4.49
O -6.95 2.47 4.36
C -6.96 3.78 3.83
N -3.64 0.87 3.33
H -6.07 -0.05 2.29
H -5.12 0.78 1.10
H -6.54 1.54 1.63
H -4.57 2.61 2.73
H -5.11 2.35 5.20
H -5.84 0.75 4.85
H -6.71 3.90 2.77
H -6.28 4.41 4.40
H -7.99 4.13 3.92
H -3.89 -0.11 3.41
H -3.10 1.21 4.10
C 3.09 -2.18 3.66
C 1.81 -2.67 4.38
C 1.55 -1.99 5.73
O 2.55 -2.36 6.64
C 2.26 -1.89 7.95
N 0.70 -2.73 3.43
H 3.31 -2.91 2.88
H 3.94 -2.14 4.34
H 2.79 -1.21 3.26
H 2.04 -3.71 4.60
H 0.54 -2.26 6.02
H 1.49 -0.91 5.62
H 3.09 -2.21 8.59
H 1.35 -2.42 8.24
H 2.13 -0.81 8.01
H 0.94 -3.08 2.51
H 0.02 -3.40 3.76
C 5.03 -0.58 -3.80
C 6.08 -1.64 -3.79
C 7.31 -1.38 -4.67
O 6.97 -1.07 -6.04
C 6.53 -2.14 -6.84
N 6.48 -1.72 -2.43
H 4.72 -0.31 -4.82
H 5.37 0.30 -3.26
H 4.09 -0.88 -3.35
H 5.61 -2.57 -4.10
H 7.97 -2.24 -4.81
H 7.92 -0.56 -4.28
H 6.53 -1.92 -7.91
H 5.51 -2.41 -6.56
H 7.13 -3.05 -6.76
H 7.14 -2.47 -2.28
H 5.72 -2.00 -1.82
C 3.41 -1.11 -7.90
C 1.97 -0.91 -7.43
C 1.73 -1.40 -6.00
O 2.25 -2.72 -5.85
C 2.09 -3.16 -4.58
N 1.69 0.48 -7.60
H 4.07 -0.56 -7.23
H 3.62 -0.71 -8.90
H 3.69 -2.15 -7.98
H 1.33 -1.46 -8.12
H 0.65 -1.46 -5.90
H 2.11 -0.64 -5.32
H 2.53 -4.16 -4.56
H 1.02 -3.29 -4.42
H 2.70 -2.62 -3.86
H 2.41 1.01 -7.12
H 1.91 0.71 -8.56
```

Properties
ΔE to the lowest compared entry with this formula, charge and spin = 493.5 kJ/mol
F_max = 0.062 hartree/bohr
Kohn-Sham gap = 8.99 eV
Total charge = 0
Lowest unoccupied orbital energy = 0.51 eV
HOMO = -8.5 eV

Atomic partial charges in e from the Mulliken method, atoms 1 to 5: C -1.356; C 0.436; C 0.992; O -0.556; C -0.541

DFT (ωB97M-V with the def2-TZVPD basis set) results for a structure of composition C3H7NO2 in a non-equilibrium geometry.

The geometry in XYZ format:
```
13
C3H7NO2 | the Open Molecules 2025 dataset | ωB97M-V with the def2-TZVPD basis set
C 1.23 0.88 -0.27
C -0.16 0.98 -0.59
O -0.57 1.20 -1.86
C -0.35 -1.02 0.69
O 0.81 -1.44 0.49
N -1.15 -1.92 1.26
H 1.45 1.67 0.46
H 1.89 0.89 -1.14
H 1.26 -0.28 0.16
H -0.95 1.24 0.10
H 0.18 1.06 -2.45
H -2.07 -1.64 1.51
H -0.86 -2.89 1.35
```

Properties
ΔE to the lowest compared entry with this formula, charge and spin = 428.1 kJ/mol
F_max = 0.025 hartree/bohr
Kohn-Sham gap (spin up / spin down) = 8.82 / 8.82 eV
Total charge = 0
Lowest unoccupied orbital energy (spin up / spin down) = 0.78 / 0.78 eV
HOMO (spin up / spin down) = -8.0 / -8.0 eV

Atomic partial charges in e from the Mulliken method, atoms 1 to 5: C -0.987; C 0.126; O -0.457; C -0.111; O -0.544

DFT (ωB97M-V with the def2-TZVPD basis set) results for a structure of composition C31H56IrN3O3P2 in a non-equilibrium geometry.

The geometry in XYZ format:
```
96
C31H56IrN3O3P2 | the Open Molecules 2025 dataset | ωB97M-V with the def2-TZVPD basis set
C 2.50 -1.29 -1.14
C 1.91 0.82 -2.12
C 3.42 -1.50 -2.16
C 2.50 0.39 -3.33
C 3.34 -0.71 -3.30
H 4.10 -2.34 -2.05
H 2.37 0.98 -4.24
H 3.89 -1.01 -4.19
N 1.77 -0.16 -1.12
P 0.72 -2.25 0.84
P 0.67 2.43 -0.26
C 2.39 -2.31 -0.01
H 2.61 -3.33 -0.38
H 3.18 -2.10 0.73
C 1.53 2.17 -1.84
H 1.46 2.86 -2.67
C -1.13 3.29 -0.04
C 2.02 3.72 0.24
C -0.26 -3.49 -0.22
C 1.10 -3.09 2.51
C -2.28 2.39 0.43
H -2.10 2.01 1.44
H -3.21 2.99 0.46
H -2.45 1.53 -0.22
C -1.12 4.42 0.99
H -0.83 4.03 1.97
H -0.50 5.28 0.71
H -2.15 4.82 1.10
C -1.49 3.75 -1.45
H -2.43 4.31 -1.42
H -0.72 4.36 -1.94
H -1.65 2.85 -2.04
C 1.91 4.15 1.71
H 1.38 3.40 2.32
H 2.91 4.29 2.13
H 1.42 5.12 1.81
C 3.44 3.16 0.00
H 3.59 2.20 0.51
H 3.68 3.05 -1.06
H 4.16 3.89 0.39
C 1.84 4.94 -0.72
H 2.19 4.68 -1.74
H 0.78 5.28 -0.78
H 2.48 5.78 -0.36
C -0.25 -3.42 3.14
H -0.11 -3.67 4.20
H -0.93 -2.55 3.10
H -0.74 -4.29 2.68
C 1.86 -2.14 3.46
H 2.84 -1.86 3.08
H 1.29 -1.24 3.70
H 2.02 -2.67 4.41
C 1.99 -4.34 2.41
H 2.97 -4.11 1.96
H 2.16 -4.71 3.43
H 1.54 -5.16 1.85
C -0.07 -3.12 -1.70
H 0.95 -3.30 -2.04
H -0.75 -3.74 -2.31
H -0.34 -2.08 -1.89
C -1.75 -3.37 0.16
H -2.15 -2.38 -0.11
H -2.30 -4.13 -0.41
H -1.94 -3.56 1.22
C 0.14 -4.96 -0.06
H 1.20 -5.15 -0.26
H -0.13 -5.37 0.92
H -0.43 -5.55 -0.80
Ir 0.38 0.13 0.53
C 1.79 0.50 1.64
O 2.71 0.76 2.31
N -1.83 -0.46 -0.95
C -2.57 -0.66 -1.86
C -2.84 -0.36 -3.33
C -1.89 0.79 -3.67
C -2.41 -1.52 -4.21
C -4.27 0.09 -3.62
H -2.22 1.68 -3.11
H -0.87 0.53 -3.31
H -1.84 0.99 -4.76
H -2.78 -2.49 -3.87
H -2.76 -1.34 -5.24
H -1.30 -1.55 -4.24
H -4.35 0.29 -4.71
H -4.98 -0.68 -3.32
H -4.48 1.02 -3.06
N -2.76 -0.41 4.11
C -1.86 0.75 4.39
C -0.92 0.95 3.20
O -0.18 1.95 3.21
O -1.04 0.05 2.28
H -3.26 -0.27 3.22
H -3.45 -0.53 4.85
H -2.23 -1.29 4.02
H -2.47 1.64 4.57
H -1.30 0.55 5.31
```

Properties
ΔE to the lowest compared entry with this formula, charge and spin = 0.0 kJ/mol
F_max = 0.195 hartree/bohr
Kohn-Sham gap (spin up / spin down) = 7.04 / 5.53 eV
Total charge = +3
Multiplicity = 6
Lowest unoccupied orbital energy (spin up / spin down) = -7.82 / -12.36 eV
HOMO (spin up / spin down) = -14.9 / -17.9 eV

Atomic partial charges in e from the Mulliken method, atoms 1 to 5: C 0.423; C 0.497; C -0.696; C -1.056; C -0.855